No. 1
Here is 11 unconnected molecules or ions with the total composition C36H73NO13 in a non-equilibrium geometry from the OMol25 dataset. Energies are from wB97M-V/def2-TZVPD.

CARTESIAN COORDINATES (ANGSTROEM)
O (-0.387, 5.377, -4.020)
O (-2.063, -3.022, 0.809)
O (1.253, 0.473, 2.805)
O (4.011, 2.290, -2.772)
O (0.878, 3.107, 1.599)
O (2.698, 0.021, -0.723)
O (1.652, -0.317, -3.813)
O (-2.983, 0.712, -3.991)
O (-4.787, -1.183, 6.366)
O (-0.186, -0.625, -9.035)
O (0.834, -4.009, 0.697)
O (0.223, -1.912, 2.094)
O (-1.112, 1.576, -1.097)
N (-0.269, -0.536, -0.127)
C (3.035, 3.041, -3.074)
C (2.132, -3.758, 0.199)
C (2.647, 4.029, 2.934)
C (0.088, 0.248, -5.357)
C (-4.278, 0.021, 4.221)
C (-3.669, -0.464, -3.817)
C (0.246, -0.435, -7.935)
C (-4.352, -2.202, 0.605)
C (0.610, 4.002, -2.346)
C (1.139, 4.034, 2.681)
C (-3.281, -2.915, 1.482)
C (-4.024, -1.114, -5.160)
C (1.518, 4.329, -4.682)
C (3.000, -3.527, 1.520)
C (-1.078, 0.793, -0.112)
C (3.973, -0.147, 0.022)
C (1.463, 0.074, 4.094)
C (2.737, 3.585, -4.387)
C (-4.853, -0.140, -3.002)
C (1.982, 3.286, -2.044)
C (3.014, -0.273, 4.230)
C (5.009, -0.749, -0.924)
C (-1.892, 0.861, 1.178)
C (4.275, 1.167, 0.687)
C (1.301, -0.405, -5.000)
C (1.546, -0.978, -7.527)
C (1.040, 1.202, 5.027)
C (2.631, -4.717, -0.787)
C (0.408, 5.384, 2.338)
C (-0.573, 0.230, -6.802)
C (-0.620, -1.383, -1.379)
C (0.517, 4.627, -3.709)
C (-3.767, -0.757, 5.384)
C (2.033, -1.011, -6.074)
C (-3.598, -4.318, 1.788)
C (-2.690, -0.056, 6.047)
H (-3.205, -1.639, 4.863)
H (3.312, 3.264, -5.401)
H (-4.786, -0.477, -5.712)
H (2.805, -2.545, 1.931)
H (0.077, 1.741, 4.939)
H (-3.127, 0.601, 6.972)
H (-5.040, -0.390, 3.456)
H (-3.334, 0.493, 3.617)
H (2.943, 2.984, 3.016)
H (-5.451, 0.599, -3.641)
H (3.204, -0.676, 5.231)
H (4.104, -3.530, 1.327)
H (-0.339, 0.958, -4.662)
H (1.074, 2.261, 1.782)
H (5.873, -1.100, -0.365)
H (-2.657, -4.684, 2.548)
H (0.551, -3.257, 1.154)
H (2.879, -1.718, -5.772)
H (2.862, 4.629, 3.773)
H (4.717, -1.509, -1.614)
H (3.058, 0.447, -1.328)
H (1.448, 4.774, -5.630)
H (-4.714, 0.857, 4.460)
H (-2.001, -0.905, 6.412)
H (-0.284, -2.492, -1.181)
H (-0.146, 4.165, -1.553)
H (0.741, -0.334, -0.296)
H (3.639, -4.216, -1.098)
H (0.642, 3.801, 3.676)
H (5.277, 1.011, 1.391)
H (-4.689, -2.851, -0.075)
H (-3.312, -1.223, -6.066)
H (1.355, 0.850, 5.929)
H (-4.039, -1.160, 0.314)
H (2.015, -4.600, -1.758)
H (-5.268, -2.185, 1.186)
H (-1.656, 1.844, 1.420)
H (-5.515, -1.625, 6.076)
H (-0.360, -0.879, 0.627)
H (-4.579, -4.478, 2.123)
H (5.601, 0.027, -1.610)
H (-0.179, -0.774, -2.179)
H (-4.547, -2.015, -5.119)
H (-1.449, -1.454, -1.343)
H (3.791, -0.883, 0.875)
H (-5.592, -1.016, -2.789)
H (3.560, 1.370, 1.304)
H (-3.127, -1.014, -3.220)
H (0.955, -1.932, 2.780)
H (0.309, 6.191, 3.236)
H (-3.536, -4.945, 0.843)
H (-3.254, -2.277, 2.272)
H (-1.319, 0.668, -6.896)
H (1.436, 2.100, 4.790)
H (-2.924, 0.560, 1.229)
H (0.833, -0.279, 2.335)
H (-2.213, 0.539, 5.438)
H (0.872, -0.716, 4.384)
H (2.156, -1.389, -8.335)
H (-1.309, 0.589, 2.042)
H (-3.640, 1.436, -4.190)
H (3.012, 4.569, 2.044)
H (-1.393, -2.505, 1.429)
H (1.999, -2.692, -0.307)
H (3.638, 0.584, 3.962)
H (3.104, -1.189, 3.599)
H (-0.622, 5.183, 2.010)
H (0.844, 5.903, 1.408)
H (1.940, 2.795, -1.036)
H (4.595, 1.942, -0.062)
H (2.979, -5.728, -0.294)
H (-4.786, 0.313, -1.930)
H (2.759, -4.283, 2.152)

For the energy relative to the best compared isomer or geometry (same formula, charge and spin), the calculation gives 412.2 kJ/mol. The orbital gap is 6.2 eV. The calculation puts the calculated total energy at -66600.8928 eV.

=====

No. 2
Here is a molecular structure, C25H22BrN5RuS in a non-equilibrium geometry from the OMol25 dataset. Energies are from wB97M-V/def2-TZVPD.

CARTESIAN COORDINATES (ANGSTROEM)
Ru (0.791, -1.069, -0.522)
Br (-0.234, -4.153, 5.442)
S (3.075, -0.558, 0.043)
N (0.553, -2.119, 1.317)
N (0.697, 1.108, 0.452)
N (1.809, 1.754, 0.671)
N (4.097, 1.736, 0.866)
N (-1.267, -0.493, -0.176)
C (0.796, 0.143, -2.275)
C (2.298, -1.700, -3.051)
C (-0.012, 3.782, 1.741)
C (-0.243, 5.127, 1.962)
C (1.368, -3.620, -4.160)
C (0.992, -1.183, -2.810)
C (-3.919, 0.145, 0.343)
C (-1.850, 5.154, 0.182)
C (-1.163, 5.819, 1.187)
C (0.105, -4.086, 2.596)
C (2.939, 1.126, 0.556)
C (-0.117, -1.969, -3.236)
C (0.532, -1.405, 2.449)
C (0.079, -3.159, -3.902)
C (-2.234, -1.386, -0.390)
C (-0.727, 3.094, 0.756)
C (0.340, -3.438, 1.398)
C (2.468, -2.888, -3.727)
C (-3.565, -1.119, -0.171)
C (0.083, -3.335, 3.769)
C (-1.645, 3.806, -0.027)
C (-0.526, 1.672, 0.502)
C (0.303, -1.963, 3.687)
C (-2.943, 1.078, 0.550)
C (-1.590, 0.769, 0.267)
H (-0.050, -5.152, 2.622)
H (-3.165, 2.052, 0.956)
H (3.465, -3.246, -3.935)
H (-1.919, -2.362, -0.750)
H (-1.118, -1.575, -3.102)
H (0.363, -4.000, 0.468)
H (1.638, 0.830, -2.365)
H (0.703, -0.340, 2.349)
H (-0.769, -3.731, -4.246)
H (3.161, -1.116, -2.754)
H (-2.159, 3.300, -0.829)
H (4.094, 2.710, 1.111)
H (1.515, -4.534, -4.709)
H (0.302, -1.345, 4.569)
H (-1.336, 6.870, 1.356)
H (-4.310, -1.869, -0.376)
H (-4.948, 0.366, 0.579)
H (0.705, 3.250, 2.349)
H (-2.550, 5.687, -0.443)
H (-0.157, 0.613, -2.515)
H (4.962, 1.285, 0.620)
H (0.287, 5.635, 2.755)

For the energy relative to the best compared isomer or geometry (same formula, charge and spin), the calculation gives 165.0 kJ/mol. Its total charge is +1. The spin multiplicity is 2. As for the expectation value of S²: 0.77. The orbital gap (spin up / spin down) is 6.6 / 6.1 eV. The calculation puts the calculated total energy at -117185.9237 eV.

=====

No. 3
Here is C5H7NO in the gas phase in a non-equilibrium geometry from the OMol25 dataset. Energies are from wB97M-V/def2-TZVPD.

CARTESIAN COORDINATES (ANGSTROEM)
O (-1.562, 0.147, 0.620)
N (-0.763, -1.220, 2.305)
C (1.076, 0.529, -1.812)
C (0.262, 0.533, -0.579)
C (0.746, 0.123, 0.717)
C (-1.074, 0.637, -0.550)
C (-0.359, -0.364, 1.318)
H (0.407, 0.570, -2.676)
H (-1.768, -1.174, 2.267)
H (-0.417, -2.171, 2.365)
H (1.780, 1.357, -1.830)
H (1.749, 0.359, 1.072)
H (1.634, -0.415, -1.879)
H (-1.689, 1.072, -1.329)

For the energy relative to the best compared isomer or geometry (same formula, charge and spin), the calculation gives 173.3 kJ/mol. As for the SMILES: Cc1coc(N)c1. The orbital gap is 8.6 eV. The calculation puts the calculated total energy at -8834.4064 eV.